C26H27F10GaN6PS as an isolated structure, computed with ωB97M-V with the def2-TZVPD basis set.

For the energy relative to the best compared isomer or geometry (same formula, charge and spin), the calculation gives 0.0 kJ/mol. The charge is +1. The calculated total energy comes out at -4998.28479 Eh. For the LUMO energy, the calculation gives -0.088 Eh. The HOMO energy comes out at -0.3983 hartree. As for the maximum force: 0.461 eV/A. As for the spin multiplicity: 1.

XYZ file:
```
72
C26H27F10GaN6PS ωB97M-V with the def2-TZVPD basis set
Ga -1.181 -0.542 -0.266
S -1.842 -0.095 2.107
P 3.157 -0.034 -0.714
F -0.972 -5.861 3.207
F -6.737 2.463 2.056
F -4.413 3.844 1.731
F -5.062 -0.985 -0.648
F -7.044 0.046 0.852
F 1.182 -1.092 1.807
F -2.442 2.841 0.209
F 1.770 -2.163 4.179
F 0.719 -4.574 4.911
F -1.653 -4.749 0.869
N 0.088 1.624 1.428
N -0.759 1.829 3.529
N 0.017 1.155 0.114
N -0.725 -0.993 -2.342
N -0.579 -2.298 0.020
N -2.640 0.392 -1.051
C -2.910 0.103 -2.461
C -0.030 -2.296 -2.320
C 4.484 3.640 0.671
C 2.817 2.653 -1.302
C -3.710 0.914 -0.315
C 3.490 1.754 -0.469
C 4.088 -0.822 0.646
C -5.768 1.968 1.297
C 3.815 4.519 -0.167
C -4.588 2.672 1.124
C 0.030 -0.015 -3.138
C -2.110 -1.125 -2.857
C 2.981 4.023 -1.162
C 4.325 2.267 0.521
C -4.903 0.229 -0.106
C -3.595 2.145 0.323
C -0.254 -2.885 1.239
C 0.411 -4.038 3.737
C 0.618 -2.273 2.135
C 4.242 -0.401 -2.148
C -0.556 -3.142 -1.169
C -0.774 -4.112 1.653
C 0.940 -2.815 3.364
C -0.445 -4.691 2.865
C -5.925 0.739 0.677
C -0.793 1.190 2.361
H 3.948 5.587 -0.053
H -2.636 0.958 -3.089
H 2.467 4.703 -1.829
H 0.121 -3.986 -1.028
H -2.559 -1.998 -2.381
H -0.477 0.949 -3.129
H -0.457 1.848 -0.469
H -0.100 2.563 3.730
H 3.930 0.187 -3.012
H 0.967 0.979 -0.229
H 1.027 -2.088 -2.151
H -0.144 -2.805 -3.283
H 3.726 -0.468 1.611
H 5.141 4.022 1.442
H 0.120 -0.350 -4.176
H 1.026 0.095 -2.713
H -1.361 1.515 4.271
H -3.966 -0.095 -2.646
H 2.169 2.275 -2.089
H 5.161 -0.639 0.565
H 0.552 2.513 1.550
H 4.158 -1.457 -2.410
H -2.102 -1.286 -3.939
H 5.284 -0.170 -1.921
H -1.536 -3.565 -1.404
H 3.912 -1.897 0.604
H 4.864 1.601 1.182
```

C26H27N9NaO as an isolated structure in a non-equilibrium geometry, computed with ωB97M-V with the def2-TZVPD basis set.

For the energy relative to the best compared isomer or geometry (same formula, charge and spin), the calculation gives 0.0 kJ/mol. The charge is +1. The calculated total energy comes out at -1737.17074 Eh. For the LUMO energy, the calculation gives -0.118 Eh. The HOMO energy comes out at -0.4242 hartree. As for the maximum force: 2.362 eV/A. As for the spin multiplicity: 1.

XYZ file:
```
64
C26H27N9NaO ωB97M-V with the def2-TZVPD basis set
Na -1.007 0.454 -0.953
O -1.877 1.240 -3.073
N -1.611 -1.850 0.763
N -1.363 1.828 1.267
N 6.530 1.819 5.003
N -1.983 -1.274 -3.154
N 1.388 0.117 -2.021
N -4.160 -0.678 -0.043
N 3.818 -0.842 -3.005
N 1.153 0.857 0.511
N -1.976 2.325 3.954
C -2.869 2.492 2.994
C -2.400 -3.374 -4.127
C -2.837 -0.729 -4.009
C 2.766 -0.658 -3.795
C -3.390 -2.845 -4.991
C 2.000 1.434 2.691
C -0.397 1.658 2.220
C 4.165 1.430 4.576
C -3.586 -1.475 -4.940
C 3.662 -0.528 -1.728
C 0.947 1.258 1.785
C -0.756 1.893 3.567
C 2.475 0.041 -1.226
C -4.109 -2.004 0.560
C 3.510 0.596 0.953
C -1.706 -2.582 -3.260
C 5.753 1.443 2.764
C -2.969 0.766 -3.923
C 6.775 1.617 3.689
C 3.317 1.095 2.259
C 2.363 0.535 0.120
C -2.873 -2.157 1.426
C 4.427 1.302 3.200
C 1.549 -0.252 -3.282
C 5.250 1.596 5.419
C -2.559 2.186 1.678
H 5.113 1.659 6.478
H -1.839 2.206 -3.189
H 3.167 1.343 5.022
H -2.161 -4.450 -4.164
H -4.210 0.034 0.710
H 2.873 -0.866 -4.868
H -2.961 -1.478 2.298
H -4.941 -2.135 1.278
H -5.065 -0.603 -0.524
H -3.834 2.922 3.187
H -3.936 -3.436 -5.719
H 6.064 1.389 1.719
H 1.841 1.824 3.674
H -0.829 -2.372 1.206
H -4.279 -0.921 -5.542
H -3.986 1.042 -3.540
H -0.918 -3.012 -2.605
H 4.508 0.392 0.588
H -0.022 1.670 4.361
H 4.543 -0.663 -1.104
H -4.173 -2.826 -0.172
H -3.352 2.286 0.939
H -2.965 1.194 -4.937
H 0.726 -0.172 -3.966
H -1.678 -2.307 -0.165
H -2.915 -3.156 1.859
H 7.808 1.700 3.306
```

C26H28BCl52NO3 as an isolated structure in a non-equilibrium geometry, computed with ωB97M-V with the def2-TZVPD basis set.

The calculated total energy comes out at -25242.34424 Eh. For the LUMO energy, the calculation gives -0.008 Eh. The HOMO energy comes out at -0.3322 hartree. As for the maximum force: 8.750 eV/A. As for the spin multiplicity: 1.

XYZ file:
```
111
C26H28BCl52NO3 ωB97M-V with the def2-TZVPD basis set
Cl -3.043 -7.039 -7.604
Cl -0.837 2.538 3.003
Cl -1.213 -5.284 -6.176
Cl -2.931 2.743 0.994
Cl -11.994 -9.609 0.736
Cl -6.550 3.961 2.849
Cl -6.844 -4.876 -0.362
Cl -0.627 1.030 0.524
Cl 7.120 9.488 -1.018
Cl -1.633 -3.772 -3.083
Cl -6.032 5.346 0.343
Cl 1.118 5.527 -5.252
Cl -9.130 2.580 6.102
Cl -1.074 -4.715 3.178
Cl -0.935 -4.980 -0.530
Cl -6.471 3.754 5.980
Cl -8.644 4.165 0.839
Cl 4.386 9.468 -0.024
Cl -6.166 -4.004 2.330
Cl 6.566 0.774 -1.859
Cl -9.690 -11.322 0.266
Cl 3.777 6.701 -5.373
Cl -1.773 -2.196 -0.641
Cl 6.608 0.879 1.951
Cl 1.962 7.429 -3.219
Cl 8.688 2.556 0.800
Cl -7.114 1.821 8.057
Cl 8.977 1.532 3.507
Cl -8.642 -3.111 1.092
Cl -9.900 -9.814 2.745
Cl -7.889 6.029 4.045
Cl 5.507 3.062 -3.312
Cl -8.287 4.482 8.135
Cl -4.071 -4.739 -6.148
Cl 5.169 11.359 -2.092
Cl -8.347 -5.885 1.917
Cl -3.707 -4.318 -1.116
Cl 3.134 4.768 -3.297
Cl -7.247 7.963 1.968
Cl -0.319 3.923 0.498
Cl -0.766 -1.822 3.152
Cl 7.001 3.589 2.934
Cl -9.062 8.691 4.122
Cl -3.012 -7.027 -4.695
Cl -9.382 -8.428 0.240
Cl -9.906 6.788 2.089
Cl -6.339 2.453 0.369
Cl 4.963 8.525 -2.715
Cl 8.365 2.517 -3.340
Cl -3.379 -3.002 3.648
Cl -1.285 -3.207 5.657
Cl 6.535 0.763 -4.768
O 5.226 -1.644 5.514
O 4.996 0.659 4.674
O 0.115 2.458 -4.359
N 5.162 -2.444 0.288
C 1.443 1.883 -4.667
C 4.284 -1.687 1.260
C -0.063 2.658 -2.912
C 7.818 2.139 2.298
C 3.296 -2.493 -2.680
C 6.743 1.779 -3.320
C 1.944 -3.463 1.123
C -1.179 2.559 1.255
C 5.409 9.710 -1.462
C -7.500 -4.469 1.244
C 2.886 -2.484 3.587
C 2.199 -2.476 -1.433
C -2.012 -3.817 -1.343
C 4.478 -0.586 4.794
C -7.751 3.159 7.068
C -10.242 -9.793 0.997
C 3.138 -0.246 -4.184
C 3.962 -1.015 -2.961
C -1.626 -3.186 3.909
C -6.891 3.981 1.100
C 3.023 -0.889 4.071
C 2.294 -3.782 -0.446
C 1.943 0.724 -3.620
C -8.526 7.368 3.056
C -2.835 -6.022 -6.156
C 2.498 6.106 -4.285
B 3.057 -2.556 1.921
H 1.757 -2.776 3.810
H 5.896 -3.024 0.795
H 3.940 0.322 -4.855
H 2.198 2.780 -4.707
H 3.647 -3.192 4.127
H 1.842 -4.496 1.705
H 2.292 -1.467 -0.826
H 5.111 -1.051 -3.241
H 2.638 -1.045 -4.877
H -0.871 3.500 -2.693
H 1.381 1.394 -5.728
H 1.567 -4.609 -0.894
H 5.599 -1.827 -0.432
H 2.847 -0.137 3.162
H 0.931 3.043 -2.378
H 0.905 -2.929 1.212
H 4.187 -3.252 -2.504
H 4.998 -1.362 2.160
H 3.388 -4.231 -0.530
H 2.337 1.244 -2.622
H -0.465 1.670 -2.393
H 2.200 -0.627 4.891
H 6.117 -1.768 5.042
H 3.855 -0.665 0.832
H 1.007 0.054 -3.327
H 2.766 -2.864 -3.683
H 1.095 -2.473 -1.880
H 3.909 -0.398 -1.942
```

C26H28BN10O4PdSSe as an isolated structure in a non-equilibrium geometry, computed with ωB97M-V with the def2-TZVPD basis set.

For the energy relative to the best compared isomer or geometry (same formula, charge and spin), the calculation gives 365.6 kJ/mol. The charge is +2. The calculated total energy comes out at -4807.70046 Eh. For the LUMO energy (alpha / beta), the calculation gives -0.241 / -0.391 Eh. The HOMO energy (alpha / beta) comes out at -0.5038 / -0.5037 hartree. As for the maximum force: 3.048 eV/A. As for the spin multiplicity: 2.

XYZ file:
```
72
C26H28BN10O4PdSSe ωB97M-V with the def2-TZVPD basis set
Pd -0.068 0.243 -0.530
Se 0.976 1.492 -2.865
S 0.059 -6.546 -0.870
O 2.283 2.428 -2.091
O -0.400 1.883 -2.008
O 1.072 1.882 -4.399
O 1.200 -0.085 -2.390
N -0.027 4.936 1.771
N -1.409 -7.430 -5.096
N -0.076 -2.006 -0.790
N -1.572 1.266 0.259
N 0.123 1.232 2.528
N 1.361 2.694 0.827
N 1.578 1.799 0.048
N -1.225 2.444 0.855
N -0.040 3.821 2.593
N 0.221 0.053 1.825
C 0.301 -0.925 2.727
C -0.111 -7.257 -4.829
C -0.123 4.210 3.901
C 0.388 -6.985 -3.561
C -2.702 1.462 -0.485
C 3.202 3.472 -0.170
C -1.225 -4.097 -0.757
C -0.098 5.979 2.580
C 0.420 -2.378 2.408
C 1.156 -4.033 -0.984
C 0.149 0.961 3.853
C -3.269 0.385 -1.334
C -3.133 2.743 -0.249
C 2.768 2.167 -0.779
C -0.015 -4.773 -0.879
C -1.875 -7.075 -2.764
C 1.080 -2.654 -0.941
C -2.262 -7.342 -4.072
C -0.524 -6.886 -2.524
C -0.161 5.570 3.928
C 0.259 -0.386 4.022
C -2.181 3.333 0.582
C -0.118 7.380 2.038
C 2.354 3.759 0.804
C 3.821 1.080 -0.743
C -1.212 -2.718 -0.720
B 0.011 2.556 1.809
H 1.452 -6.864 -3.394
H 4.070 4.036 -0.483
H -3.309 -7.501 -4.305
H 2.117 -4.521 -1.101
H -0.149 3.524 4.727
H -4.033 3.207 -0.620
H -4.122 0.755 -1.896
H 1.219 -2.569 1.697
H -0.960 7.522 1.361
H 4.127 0.863 0.282
H 1.970 -2.048 -1.041
H -2.606 -7.034 -1.966
H -2.140 4.325 1.003
H -2.133 -2.160 -0.629
H 2.293 4.592 1.482
H -2.529 0.024 -2.046
H 0.644 -2.924 3.322
H -3.603 -0.449 -0.715
H 0.305 -0.927 4.953
H -0.243 6.202 4.800
H -2.162 -4.634 -0.683
H 0.567 -7.344 -5.670
H 0.789 7.595 1.473
H -0.198 8.104 2.844
H 4.683 1.431 -1.307
H 0.082 1.732 4.597
H -0.513 -2.774 2.006
H 3.428 0.182 -1.215
```

C26H28BrF3IrNO9SSe2 as an isolated structure in a non-equilibrium geometry, computed with ωB97M-V with the def2-TZVPD basis set.

For the energy relative to the best compared isomer or geometry (same formula, charge and spin), the calculation gives 393.0 kJ/mol. The charge is +1. The calculated total energy comes out at -9918.11474 Eh. For the LUMO energy (alpha / beta), the calculation gives -0.184 / -0.233 Eh. The HOMO energy (alpha / beta) comes out at -0.3798 / -0.3797 hartree. As for the maximum force: 7.476 eV/A. As for the spin multiplicity: 2.

XYZ file:
```
72
C26H28BrF3IrNO9SSe2 ωB97M-V with the def2-TZVPD basis set
Ir -0.276 0.986 -0.008
Br -6.672 2.760 -1.416
Se 0.858 0.557 -2.706
Se 2.986 1.931 -0.622
S 0.370 3.692 0.441
F -1.754 5.250 0.581
F -0.028 6.074 1.574
F -0.133 6.077 -0.584
O -1.313 0.434 1.943
O -0.220 2.944 1.522
O 1.779 3.959 0.511
O -0.065 3.176 -0.867
O 3.598 -2.992 3.868
O 1.483 0.224 1.115
O -0.591 -3.723 0.966
O -0.836 -1.208 -2.292
O -0.513 -1.386 -0.114
N -2.366 1.083 -0.896
C -0.323 0.703 -4.251
C -1.629 -5.447 -0.262
C -0.842 -1.867 -1.245
C -0.429 5.383 0.514
C 1.741 -1.828 4.652
C -1.853 -3.769 -2.463
C 4.604 1.059 -1.343
C 4.446 -3.415 2.819
C -1.280 -3.290 -1.291
C 2.668 -2.063 3.614
C -1.260 1.326 4.124
C 2.533 2.946 -2.236
C -2.315 -5.070 -2.537
C 0.698 -0.950 4.466
C 2.559 -1.345 2.438
C -2.616 2.044 -1.781
C -4.675 1.035 -0.318
C -2.200 -5.903 -1.428
C 1.497 -0.433 2.208
C -3.375 0.582 -0.186
C 0.510 -0.284 3.256
C 2.004 2.075 -3.352
C -0.717 0.470 3.020
C -1.153 -4.132 -0.169
C -3.876 2.579 -1.967
C -4.926 2.068 -1.214
H 3.278 -1.448 1.642
H -2.566 -6.917 -1.472
H -1.539 -6.079 0.607
H 3.417 3.504 -2.544
H -2.766 -5.436 -3.444
H -3.130 -0.208 0.510
H 1.777 3.653 -1.903
H -0.845 1.656 -4.230
H -1.772 2.422 -2.341
H 5.330 1.819 -1.627
H 4.369 0.430 -2.198
H -5.471 0.603 0.266
H -0.822 1.136 5.096
H -0.379 -2.762 0.867
H 3.860 -3.728 1.948
H -1.026 -0.120 -4.201
H -2.342 1.248 4.167
H 1.857 -2.380 5.571
H 1.395 2.674 -4.027
H 5.003 -4.265 3.213
H -0.027 -0.837 5.257
H -1.930 -3.095 -3.301
H -1.019 2.346 3.822
H 0.293 0.630 -5.146
H 2.820 1.632 -3.929
H 5.144 -2.622 2.535
H -4.036 3.370 -2.680
H 5.027 0.456 -0.543
```

C26H28BrN4OPbS4 as an isolated structure, computed with ωB97M-V with the def2-TZVPD basis set.

For the energy relative to the best compared isomer or geometry (same formula, charge and spin), the calculation gives 271.0 kJ/mol. The charge is -1. The calculated total energy comes out at -5661.42842 Eh. For the LUMO energy (alpha / beta), the calculation gives 0.038 / 0.028 Eh. The HOMO energy (alpha / beta) comes out at -0.1815 / -0.2093 hartree. As for the maximum force: 0.383 eV/A. As for the spin multiplicity: 1.

XYZ file:
```
65
C26H28BrN4OPbS4 ωB97M-V with the def2-TZVPD basis set
Pb -0.717 -0.168 -0.563
Br -5.475 2.409 5.113
S -3.181 1.048 -2.619
S -4.187 0.113 -5.205
S -0.483 -1.087 -3.278
S -1.903 -1.644 -5.733
O -3.905 -1.308 -7.409
N -3.417 -3.971 0.644
N -2.553 0.849 1.843
N -2.105 -2.015 -0.021
N -2.638 -6.324 0.669
C 0.547 2.966 -0.827
C 1.004 2.244 2.839
C 3.453 -3.533 1.501
C 0.127 3.108 0.582
C 2.722 -4.695 -0.592
C 1.115 -1.598 -0.256
C 3.180 1.049 0.905
C -2.682 -2.987 0.274
C 2.011 1.849 0.467
C -2.957 0.069 -3.946
C 1.011 2.419 1.355
C 3.139 -3.348 0.010
C -3.158 1.069 4.151
C 2.432 1.715 -2.082
C 4.385 -2.821 -0.713
C -2.951 -5.208 0.635
C 2.039 -2.380 -0.140
C -4.563 2.003 2.449
C -0.206 3.537 -1.979
C -3.439 -1.011 -6.341
C 1.680 2.176 -0.872
C -3.656 1.516 1.518
C -4.292 1.772 3.785
C -1.856 -0.788 -4.206
C -2.325 0.626 3.133
C -1.062 3.898 1.008
H 2.514 -4.595 -1.658
H 4.710 -1.873 -0.281
H 3.525 -5.427 -0.459
H 3.484 1.308 1.921
H 4.277 -4.241 1.627
H -0.673 4.488 -1.714
H -1.382 3.636 2.017
H 1.812 2.798 3.329
H 0.445 3.708 -2.836
H -1.429 0.065 3.375
H 2.581 -3.917 2.030
H 4.174 -2.655 -1.771
H -2.929 0.865 5.186
H 1.899 1.967 -2.999
H -3.829 1.668 0.457
H -5.447 2.537 2.133
H 2.559 0.629 -2.078
H 3.430 2.160 -2.144
H -1.911 3.730 0.342
H 4.032 1.195 0.237
H 2.935 -0.017 0.885
H 0.064 2.589 3.271
H 1.822 -5.072 -0.108
H 3.737 -2.582 1.957
H -1.004 2.861 -2.301
H 5.204 -3.540 -0.630
H 1.129 1.194 3.118
H -0.861 4.975 0.994
```